Record 1
{
  "formula": "C2H2N2OS2",
  "method": "ωB97M-V/def2-TZVPD",
  "species": ["C", "C", "N", "N", "O", "S", "S", "H", "H"],
  "coordinates": [[-0.7613, -0.6283, -0.0832], [-1.2676, 0.5615, -0.5597], [1.3911, 0.4521, -0.0723], [0.5378, -0.6764, 0.3876], [-2.2501, 0.9950, -1.0279], [1.1579, -1.7882, 1.2991], [0.3449, 1.7386, -0.6789], [-1.3242, -1.4928, 0.2423], [2.1715, 0.8386, 0.4931]],
  "e_tot_ha": -1058.42470,
  "gap_ev": [7.3, 7.3],
  "max_force_ev_per_a": 4.492,
  "spin_multiplicity": 1
}

***

Record 2
{
  "formula": "C2H2N2OS2",
  "method": "ωB97M-V/def2-TZVPD",
  "species": ["C", "C", "N", "N", "O", "S", "S", "H", "H"],
  "coordinates": [[1.5973, 0.9125, 0.1488], [3.1105, -1.0837, -0.4787], [0.3037, 0.8079, 0.2421], [-0.4439, -0.0881, 0.8200], [3.4447, -0.4961, -1.4272], [2.7353, 1.9510, 0.3384], [2.7295, -1.7696, 0.8550], [-0.3456, 1.4016, -0.4305], [-1.3475, -0.0800, 0.3455]],
  "e_tot_ha": -1058.39126,
  "gap_ev": [7.3, 6.5],
  "max_force_ev_per_a": 4.682,
  "spin_multiplicity": 1
}

***

Record 3
{
  "formula": "C2H2N2PS",
  "method": "ωB97M-V/def2-TZVPD",
  "species": ["C", "C", "N", "N", "P", "S", "H", "H"],
  "coordinates": [[-0.8151, 0.1163, 0.6625], [-0.6394, -0.1911, -0.6863], [0.1298, 0.9531, 1.1834], [0.4071, 0.4509, -1.2939], [1.1041, 1.3473, -0.0987], [2.5320, -1.5732, 0.1309], [-1.5747, -0.1889, 1.2400], [-1.1440, -0.9144, -1.1379]],
  "total_charge": -1,
  "e_tot_ha": -926.42193,
  "gap_ev": [6.5, 5.5],
  "max_force_ev_per_a": 4.708,
  "spin_multiplicity": 1
}

***

Record 4
{
  "formula": "C2H2N2S3",
  "method": "ωB97M-V/def2-TZVPD",
  "species": ["C", "C", "N", "N", "S", "S", "S", "H", "H"],
  "coordinates": [[0.3052, -1.1660, -0.0423], [0.7360, 1.2331, -1.3376], [-0.3654, -0.6249, 0.9206], [-0.9889, 0.5967, 0.8719], [0.4123, -2.2675, -1.1640], [1.9097, 1.3917, -0.3817], [-0.2992, 1.1444, -2.4934], [-0.4297, -1.2424, 1.7802], [-1.2799, 0.9350, 1.8464]],
  "e_tot_ha": -1381.32329,
  "gap_ev": [6.6, 6.6],
  "max_force_ev_per_a": 2.171,
  "spin_multiplicity": 1
}

***

Record 5
{
  "formula": "C2H2N3O2",
  "method": "ωB97M-V/def2-TZVPD",
  "species": ["C", "C", "N", "N", "N", "O", "O", "H", "H"],
  "coordinates": [[-2.2891, -1.3030, 0.4542], [2.9118, 0.4045, -0.1981], [1.7092, 0.8026, -0.3708], [0.6190, 0.5595, 0.1611], [-2.2303, -0.2706, -0.1303], [4.0124, 0.0375, -0.3563], [-2.3029, 0.8932, -0.3591], [-2.2079, -2.3126, 0.7836], [-0.2222, 1.1889, 0.0157]],
  "total_charge": 1,
  "e_tot_ha": -391.61761,
  "gap_ev": [5.0, 5.0],
  "max_force_ev_per_a": 5.993,
  "spin_multiplicity": 1
}

***

Record 6
{
  "formula": "C2H2N3O2",
  "method": "ωB97M-V/def2-TZVPD",
  "species": ["O", "C", "N", "N", "C", "N", "O", "H", "H"],
  "coordinates": [[-3.5155, 0.8139, 0.2618], [-2.6015, 0.1741, -0.0298], [-1.4732, -0.0946, -0.3103], [-0.5915, -0.9609, -0.2244], [0.7317, -0.7687, 0.0008], [1.2556, 0.3892, -0.2511], [2.3761, 0.6615, 0.3841], [1.1369, -1.7222, 0.2657], [2.6814, 1.5077, -0.0969]],
  "total_charge": 1,
  "smiles": "O=C=[N+]=N/C=N/O",
  "e_tot_ha": -391.67813,
  "gap_ev": [7.4, 7.4],
  "max_force_ev_per_a": 4.849,
  "spin_multiplicity": 1
}

***

Record 7
{
  "formula": "C2H2N4O",
  "method": "ωB97M-V/def2-TZVPD",
  "species": ["O", "C", "C", "N", "N", "N", "N", "H", "H"],
  "coordinates": [[-2.4327, -0.2807, 0.0690], [-1.2315, -0.2432, 0.0215], [-0.4179, 0.9864, -0.0173], [0.8493, 0.9547, -0.0130], [1.3979, -0.2390, 0.1111], [0.8068, -1.4051, -0.0275], [-0.4416, -1.4498, -0.0490], [-0.9504, 1.9578, -0.1663], [2.4202, -0.2810, 0.0714]],
  "smiles": "O=c1cn[nH]nn1",
  "e_tot_ha": -371.58950,
  "gap_ev": 9.6,
  "max_force_ev_per_a": 2.290,
  "spin_multiplicity": 1
}

***

Record 8
{
  "formula": "C2H2N4O2",
  "method": "ωB97M-V/def2-TZVPD",
  "species": ["C", "C", "N", "N", "N", "N", "O", "O", "H", "H"],
  "coordinates": [[1.8825, -0.7996, 0.3569], [0.0068, 0.0021, 0.0504], [0.5683, -1.0646, 0.5339], [2.1253, 0.3658, -0.2038], [0.8995, 0.8862, -0.3994], [-2.6980, 0.0931, -0.0418], [-3.0996, 0.9883, 0.6027], [-3.1121, -0.7757, -0.7102], [2.6530, -1.4837, 0.6430], [0.7742, 1.7881, -0.8316]],
  "e_tot_ha": -446.69704,
  "gap_ev": [8.7, 9.2],
  "max_force_ev_per_a": 1.981,
  "spin_multiplicity": 1
}